[1]
The molecule C3H7N2O3P. Source: the OMol25 dataset; level of theory: ωB97M-V with the def2-TZVPD basis set.

```
16
Properties=species:S:1:pos:R:3:forces:R:3
C -1.2060 -1.3287 0.2620 -0.8 -0.8 0.2
C -1.9507 -0.1443 -0.0800 -3.6 1.6 0.9
C -1.0532 1.0868 -0.2158 0.5 0.5 1.7
N -0.7049 -2.2550 0.7201 0.0 -0.1 -0.4
N 1.2993 -0.1369 1.5119 0.0 2.2 -0.1
O 2.6956 0.7849 -0.6732 -0.8 -0.8 2.3
O 1.6668 -1.5104 -0.7716 -0.9 3.1 -0.7
O 0.0186 0.8747 -1.0787 3.1 -2.3 1.6
P 1.4941 -0.0829 -0.0234 -1.3 1.3 -0.9
H -2.6719 -0.1282 -0.9660 1.5 -1.0 0.7
H -2.7959 0.0040 0.7941 2.3 -0.2 -1.7
H -0.6712 1.4236 0.8070 -0.7 -0.4 -1.1
H -1.6529 1.8939 -0.6148 -0.1 0.3 -0.1
H 1.1845 0.8133 2.0352 0.5 -2.4 -1.4
H 2.3960 0.8495 -1.5503 -0.1 0.7 -2.6
H 1.9518 -2.1442 -0.1564 0.4 -1.8 1.5
```
Forces are in eV/Å.

Properties
Orbital gap   10.529 eV
HOMO level   -0.372 Ha
Energy above the lowest of the compared OMol25 structures with the same formula, charge and spin   19.9 kcal/mol
SMILES   N#CCCOP(=N)(O)O
Calculated total energy   -21635.3667 eV

Atomic partial charges in e from the Mulliken method, atoms 1 to 6: 0.410, -0.309, -0.367, -0.458, -0.569, -0.470

=====

[2]
The molecule C3H7N2O3P. Source: the OMol25 dataset; level of theory: ωB97M-V with the def2-TZVPD basis set.

```
16
Properties=species:S:1:pos:R:3:forces:R:3
C -0.6122 -0.5926 3.5186 0.2 -0.3 2.7
C -1.4598 -1.4934 -0.6544 -1.4 -1.8 2.6
C 0.8997 1.9548 0.0657 -1.7 6.7 0.9
N -0.3997 -0.6189 4.6446 0.5 0.2 1.3
N -1.0041 -0.7096 2.3149 0.0 0.9 -4.2
O 1.4634 -0.8979 0.5854 -3.6 0.1 2.5
O -0.9780 -0.1748 -0.1946 -1.2 -0.9 -1.2
O 0.1528 1.5308 1.2577 0.2 -1.7 -1.3
P -0.2536 0.0191 1.1474 3.1 -3.1 -0.3
H -1.9280 -1.3871 -1.6281 0.8 0.1 -0.1
H -2.3039 -1.9718 0.0229 1.3 1.8 -0.9
H -0.7220 -2.3133 -0.4670 0.1 1.2 -1.1
H 0.2214 2.3892 -0.7621 0.6 -1.2 1.5
H 1.6116 1.3503 -0.3574 1.5 -2.0 -0.3
H 1.3575 2.9537 0.5095 -0.3 -2.2 -1.2
H 1.4302 -1.7916 1.0822 0.1 2.2 -1.0
```
Forces are in eV/Å.

Properties
Orbital gap   9.938 eV
HOMO level   -0.354 Ha
Energy above the lowest of the compared OMol25 structures with the same formula, charge and spin   36.4 kcal/mol
SMILES   COP(O)(=NC#N)OC
Calculated total energy   -21634.6523 eV

Atomic partial charges in e from the Mulliken method, atoms 1 to 6: 0.428, -0.607, -0.678, -0.555, -0.425, -0.658

=====

[3]
A structure of composition C3H7N2O3S. Source: the OMol25 dataset; level of theory: ωB97M-V with the def2-TZVPD basis set.

```
16
Properties=species:S:1:pos:R:3:forces:R:3
C 1.4136 0.3739 2.4344 1.6 -1.0 -1.7
C -0.5997 -0.1627 -0.4105 -1.4 1.2 -0.6
C -2.7232 0.6788 -1.2590 -1.4 0.1 -1.6
N -0.0198 -1.3122 -0.1554 1.1 -0.5 1.0
N 2.3060 -0.3314 -0.6795 -1.5 0.7 1.0
O -0.2221 1.0015 -0.2321 -0.2 -0.3 -0.1
O 2.1175 -2.3653 0.7858 -1.1 1.0 0.4
O -1.8659 -0.3942 -0.9846 0.7 -0.4 0.0
S 1.3892 -1.0818 0.6451 1.6 -0.1 -0.7
H 1.0697 -0.2924 3.2223 -0.6 -0.4 -0.1
H 0.6433 0.9514 1.9579 -0.8 0.2 0.1
H -3.8078 0.1270 -1.2110 2.3 2.0 0.4
H -2.6663 1.0385 -2.4231 0.2 -0.7 2.7
H -2.4575 1.5578 -0.5595 -1.0 -1.3 -1.1
H 3.2953 -0.4550 -0.5956 0.6 -0.5 0.7
H 2.1278 0.6662 -0.5354 -0.1 -0.1 -0.3
```
Forces are in eV/Å.

Properties
Orbital gap   7.798 eV
HOMO level   -0.149 Ha
Energy above the lowest of the compared OMol25 structures with the same formula, charge and spin   66.0 kcal/mol
Calculated total energy   -23179.4120 eV
Total charge   -1

Atomic partial charges in e from the Mulliken method, atoms 1 to 6: -0.608, 0.821, -0.547, -0.481, -0.630, -0.728